Entry 1:
Formula: C8H16NOP
Source: the Open Molecules 2025 dataset
Level of theory: the ωB97M-V functional and the def2-TZVPD basis

Its structure (SMILES) is C=CC[C@@H](C)[C@](C)(C=O)NP. The HOMO energy comes out at -8.766 eV. Its relative energy (zero: lowest compared OMol25 entry of this formula, charge and spin) is 59.4 kcal per mole. The calculated total energy comes out at -785.6393 a.u.

Element x y z (Å)
P: 1.211 -2.800 -0.977
O: 0.188 -2.746 1.668
N: 0.588 -1.242 -0.820
C: -1.643 -1.279 0.138
C: 1.755 1.983 -1.704
C: -0.172 0.867 0.439
C: -0.293 -0.689 0.445
C: -0.629 1.331 1.812
C: 0.476 2.341 -1.579
C: -0.680 1.532 -0.906
C: 0.361 -1.540 1.608
H: -0.739 0.419 2.357
H: 1.241 -0.484 -1.122
H: -1.617 1.741 1.979
H: 0.046 -3.491 -0.922
H: -0.045 1.965 2.393
H: -2.475 -0.892 0.860
H: 1.162 -1.010 2.169
H: 2.418 2.738 -2.166
H: 1.632 -3.318 0.242
H: -1.723 1.932 -0.944
H: -1.670 -2.329 0.387
H: -1.835 -1.123 -0.930
H: 0.858 1.124 0.566
H: -0.679 0.626 -1.595
H: 2.206 1.022 -1.511
H: 0.059 3.323 -1.889

Cartesian forces (eV/Å) of the 3 atoms listed first:
P 1.2 0.1 -1.9
O -0.1 1.9 0.8
N 0.1 2.2 2.0

Entry 2:
Formula: C8H16O
Source: the Open Molecules 2025 dataset
Level of theory: the ωB97M-V functional and the def2-TZVPD basis

Its structure (SMILES) is CC(C)(C)O.C=C=CC. The HOMO energy comes out at -9.794 eV. Its relative energy (zero: lowest compared OMol25 entry of this formula, charge and spin) is 35.7 kcal per mole. The calculated total energy comes out at -389.5959 a.u.

Element x y z (Å)
O: -0.174 -1.688 -1.493
C: -1.072 1.747 1.277
C: -1.635 2.672 2.313
C: 2.149 -2.087 -1.377
C: 0.884 -1.329 0.652
C: -2.505 0.363 -0.383
C: 1.007 -1.206 -0.872
C: -1.786 1.056 0.444
C: 1.250 0.253 -1.276
H: 0.415 0.880 -0.973
H: -1.319 2.353 3.307
H: -0.908 -1.123 -1.216
H: 1.352 0.321 -2.359
H: 1.955 -3.125 -1.116
H: 2.216 -2.014 -2.459
H: -2.722 2.685 2.275
H: -2.875 -0.617 -0.129
H: 3.093 -1.777 -0.937
H: 1.785 -0.962 1.136
H: 2.161 0.628 -0.816
H: 0.741 -2.373 0.923
H: -1.266 3.682 2.154
H: -2.790 0.747 -1.349
H: 0.010 1.675 1.259
H: 0.032 -0.759 1.015

Cartesian forces (eV/Å) of the 3 atoms listed first:
O -0.3 -0.1 -0.2
C 0.1 0.2 0.2
C -0.2 -0.1 0.0

Entry 3:
Formula: C8H16O16S4
Source: the Open Molecules 2025 dataset
Level of theory: the ωB97M-V functional and the def2-TZVPD basis

Its structure (SMILES) is O=S1(=O)OCCO1.O=S1(=O)OCCO1.O=S1(=O)OCCO1.O=S1(=O)OCCO1. The HOMO energy comes out at -11.178 eV. Its relative energy (zero: lowest compared OMol25 entry of this formula, charge and spin) is 64.5 kcal per mole. The calculated total energy comes out at -3110.8204 a.u.

Element x y z (Å)
S: 13.202 -2.772 -22.125
S: 15.093 1.181 -14.066
S: 20.981 -4.489 -10.672
S: 16.556 7.252 -6.337
O: 21.807 -3.740 -9.493
O: 15.096 0.912 -12.604
O: 14.157 -1.710 -21.901
O: 13.592 -4.099 -21.678
O: 16.238 6.636 -5.038
O: 15.483 2.497 -14.548
O: 12.750 -2.803 -23.715
O: 20.339 -3.108 -11.298
O: 16.502 6.076 -7.539
O: 15.881 8.500 -6.735
O: 21.943 -5.077 -11.618
O: 13.547 0.748 -14.653
O: 18.114 7.542 -6.563
O: 19.949 -5.339 -10.129
O: 11.745 -2.295 -21.593
O: 15.748 -0.013 -14.958
C: 17.795 5.767 -7.986
C: 10.922 -1.691 -22.562
C: 11.678 -1.789 -23.941
C: 21.868 -2.384 -9.650
C: 13.474 -0.451 -15.442
C: 14.857 -1.057 -15.353
C: 20.463 -2.121 -10.297
C: 18.786 6.429 -7.090
H: 12.736 -1.185 -15.119
H: 20.358 -1.164 -10.809
H: 19.636 -2.195 -9.592
H: 9.860 -1.937 -22.547
H: 17.827 6.228 -8.973
H: 19.603 6.855 -7.672
H: 17.883 4.707 -8.224
H: 21.915 -1.810 -8.724
H: 10.873 -0.609 -22.446
H: 11.968 -0.832 -24.375
H: 10.940 -2.137 -24.664
H: 22.691 -2.189 -10.337
H: 15.243 -1.521 -16.260
H: 13.184 -0.156 -16.451
H: 14.774 -1.710 -14.484
H: 19.072 5.900 -6.181

Cartesian forces (eV/Å) of the 3 atoms listed first:
S 1.1 0.0 -0.7
S -2.1 -1.1 0.8
S 1.0 -1.5 -1.7

Entry 4:
Formula: C8H16O2
Source: the Open Molecules 2025 dataset
Level of theory: the ωB97M-V functional and the def2-TZVPD basis

Its structure (SMILES) is OC[C@H]1CC[C@H](CO)CC1. The HOMO energy comes out at -9.859 eV. Its relative energy (zero: lowest compared OMol25 entry of this formula, charge and spin) is 44.9 kcal per mole. The calculated total energy comes out at -464.8582 a.u.

Element x y z (Å)
O: -2.555 0.103 1.085
O: 3.340 -0.542 -0.131
C: 0.481 -1.095 0.787
C: 0.129 1.383 0.554
C: -0.296 -1.356 -0.519
C: 1.246 0.283 0.781
C: 2.318 0.386 -0.281
C: -1.290 -0.158 -0.961
C: -0.586 1.191 -0.804
C: -2.624 -0.334 -0.244
H: 1.954 0.337 -1.370
H: 1.169 -1.888 0.902
H: 3.848 -0.354 0.665
H: -0.262 -1.148 1.600
H: 0.197 1.202 -1.542
H: -3.404 0.348 -0.696
H: -0.533 1.452 1.395
H: 0.571 2.389 0.510
H: -0.948 -2.284 -0.362
H: 0.407 -1.457 -1.344
H: 1.708 0.429 1.767
H: -3.098 -1.324 -0.239
H: -1.269 2.054 -0.959
H: 2.862 1.368 -0.226
H: -1.893 -0.540 1.613
H: -1.474 -0.445 -1.980

Cartesian forces (eV/Å) of the 3 atoms listed first:
O 2.1 -1.9 3.0
O 0.7 -1.6 -0.1
C -0.5 1.3 -0.8